1.
An isolated ion of composition C3H9N2 and charge +1, computed with ωB97M-V with the def2-TZVPD basis set.

Structure (ORCA input):
```
! RIJCOSX wB97M-V def2-TZVPD def2/J DEFGRID3
* xyz 1 1
C -0.88116 -1.20100 -0.63583
C -0.42369 0.24214 -0.91618
N -0.23368 0.40432 1.51055
C 0.99803 0.41312 0.84542
N 0.92313 0.49863 -0.55038
H -0.10938 -1.74049 -0.07713
H -1.65894 -1.22283 0.12891
H -1.20246 -1.77204 -1.49268
H -0.58775 0.49473 -1.96006
H -1.07131 0.88782 -0.20445
H 1.40248 -0.64229 0.97586
H -0.24350 1.22595 2.13943
H 1.85712 1.01329 1.14030
H 1.23113 1.39864 -0.90376
*
```

E_HOMO: -15.56 eV
lowest unoccupied orbital energy: -8.84 eV
orbital gap: 6.72 eV

Here are the natural (NBO) charges for atoms 1 to 5, given in e: -0.621 -0.201 -0.243 -0.218 -0.421

---

2.
An isolated ion of composition C3H9N2 and charge +1, computed with ωB97M-V with the def2-TZVPD basis set.

Structure (ORCA input):
```
! RIJCOSX wB97M-V def2-TZVPD def2/J DEFGRID3
* xyz 1 1
C -0.42802 0.03007 -2.10145
C 0.75388 -0.29071 -1.20688
N -0.48495 0.19167 2.22492
C -0.32568 -0.21539 0.97692
N 0.60370 0.21024 0.18545
H -0.31437 -0.52776 -3.03111
H -1.40352 -0.22933 -1.67690
H -0.49682 1.11189 -2.26133
H 0.99430 -1.34691 -1.15594
H 1.62659 0.21107 -1.60603
H 0.25103 0.69400 2.69357
H -1.30423 -0.16067 2.70269
H -0.98600 -0.99255 0.60812
H 1.23656 0.94876 0.45856
*
```

E_HOMO: -15.45 eV
lowest unoccupied orbital energy: -3.70 eV
SMILES: CC/[NH+]=C/N
orbital gap: 11.76 eV

Here are the natural (NBO) charges for atoms 1 to 5, given in e: -0.628 -0.226 -0.719 0.398 -0.498

---

3.
C3H9N2 as an isolated structure, computed with ωB97M-V with the def2-TZVPD basis set.

Structure (ORCA input):
```
! RIJCOSX wB97M-V def2-TZVPD def2/J DEFGRID3
* xyz 1 1
C -0.61883 1.91733 0.63476
C 0.32428 0.54546 1.60671
C 0.20327 -1.59512 -1.34922
N 0.80014 1.37194 0.65471
N -0.90108 0.89350 1.61465
H -0.71072 2.89097 1.16258
H -1.19623 1.88695 -0.24546
H 0.66353 -0.35409 2.23839
H -0.69270 -1.07997 -1.01847
H -0.27882 -2.27497 -2.03526
H 0.75642 -0.83593 -1.76296
H 1.46850 1.16971 -0.00721
H -1.61211 0.78602 2.26767
H 0.80113 -2.00097 -0.60080
*
```

E_HOMO: -16.23 eV
lowest unoccupied orbital energy: -4.11 eV
orbital gap: 12.12 eV

Here are the natural (NBO) charges for atoms 1 to 5, given in e: -0.023 0.381 -0.851 -0.518 -0.490

---

4.
A 2-piece molecular cluster, C3H9N2O overall, computed with ωB97M-V with the def2-TZVPD basis set.

Structure (ORCA input):
```
! RIJCOSX wB97M-V def2-TZVPD def2/J DEFGRID3
* xyz 0 2
N -1.75277 1.75957 1.13874
C -2.13057 1.72567 -0.19729
N -1.18690 1.49549 -1.18663
H -0.86211 1.44819 1.48122
H -2.43780 2.02476 1.81674
H -3.16815 1.79792 -0.46002
H -1.42959 1.29912 -2.13706
H -0.19994 1.51538 -1.00664
O 2.66150 -2.30398 0.66150
C 1.74300 -2.13383 -0.09593
C 0.96414 -0.86015 -0.21568
H 1.41070 -2.97098 -0.74156
H 1.20497 -0.16060 0.58049
H -0.10205 -1.08465 -0.23568
H 1.18396 -0.41768 -1.19119
*
```

E_HOMO (alpha / beta): -4.79 / -9.28 eV
lowest unoccupied orbital energy (alpha / beta): 0.84 / 0.80 eV
orbital gap (alpha / beta): 5.63 / 10.09 eV
expectation value of S²: 0.7530

Here are the natural (NBO) charges for atoms 1 to 5, given in e: -0.860 0.023 -0.861 0.378 0.391

---

5.
A 2-piece molecular cluster, C3H9N2O overall, computed with ωB97M-V with the def2-TZVPD basis set.

Structure (ORCA input):
```
! RIJCOSX wB97M-V def2-TZVPD def2/J DEFGRID3
* xyz 1 1
C 0.82688 -1.34764 -0.19915
C 0.91308 0.78845 0.95393
C -1.43985 0.68414 -0.78079
N -2.30241 0.06691 -0.15098
N 0.64559 0.08391 -0.28720
O -2.90868 -0.64379 0.53007
H 0.12856 -1.75771 0.52961
H 0.65741 -1.80963 -1.16969
H 1.83904 -1.60778 0.13518
H 1.96944 0.72740 1.24438
H 0.66262 1.84522 0.84335
H 0.31136 0.35269 1.75423
H -1.25316 0.40936 -1.81564
H -1.24260 1.72566 -0.54278
H 1.19271 0.48281 -1.04452
*
```

E_HOMO: -13.72 eV
lowest unoccupied orbital energy: -6.73 eV
orbital gap: 6.98 eV

Here are the natural (NBO) charges for atoms 1 to 5, given in e: -0.431 -0.432 -0.137 0.327 -0.574

---

6.
An isolated ion of composition C3H9N2O and charge +1, computed with ωB97M-V with the def2-TZVPD basis set.

Structure (ORCA input):
```
! RIJCOSX wB97M-V def2-TZVPD def2/J DEFGRID3
* xyz 1 1
C 0.80566 -1.26820 0.56285
C 0.55086 1.17204 0.59464
C -0.70757 0.09677 -1.04779
N -1.94187 -0.10470 0.07749
N 0.59511 -0.00691 -0.29546
O -3.03164 -0.32705 -0.31208
H 1.56181 -1.92538 0.14324
H 1.19202 -0.85306 1.49639
H -0.22500 -1.57584 0.73740
H 1.37628 1.27102 1.19278
H 0.46055 2.01806 0.04409
H -0.29383 1.04426 1.17651
H -0.83072 -0.68158 -1.78644
H -0.89592 0.94354 -1.63527
H 1.38426 0.19703 -0.94835
*
```

E_HOMO: -13.84 eV
lowest unoccupied orbital energy: -4.74 eV
SMILES: C[NH+](C)CN=O
orbital gap: 9.11 eV

Here are the natural (NBO) charges for atoms 1 to 5, given in e: -0.401 -0.405 -0.218 0.161 -0.348

---

7.
A 2-piece molecular cluster, C3H9N2O overall, computed with ωB97M-V with the def2-TZVPD basis set.

Structure (ORCA input):
```
! RIJCOSX wB97M-V def2-TZVPD def2/J DEFGRID3
* xyz 1 1
C 0.77523 -0.85780 0.42140
C 0.21429 0.39070 -0.20273
C 0.19775 2.26126 0.90942
N -0.02544 -2.04755 -0.22092
N -1.00371 0.06816 -0.95229
O 1.34695 -0.18636 -0.62186
H 1.04899 -1.12755 1.40044
H -0.82352 2.39935 0.77258
H 0.90455 2.89097 0.38676
H 0.53157 1.95814 2.02017
H 0.53257 -2.49456 -1.03474
H -0.55196 -2.74095 0.39750
H -1.59702 0.77311 -0.60869
H -0.78870 -1.39643 -0.67065
H -0.76154 0.10953 -1.99638
*
```

E_HOMO: -14.02 eV
lowest unoccupied orbital energy: -3.23 eV
orbital gap: 10.79 eV

Here are the natural (NBO) charges for atoms 1 to 5, given in e: 0.157 0.361 -0.474 -0.795 -0.874

---

8.
A 2-piece molecular cluster, C3H9N2O overall, computed with ωB97M-V with the def2-TZVPD basis set.

Structure (ORCA input):
```
! RIJCOSX wB97M-V def2-TZVPD def2/J DEFGRID3
* xyz 1 1
C 0.66749 0.04079 2.07259
C 0.50179 0.24146 -2.02330
C -1.14064 -0.48057 -0.28448
N -0.46360 0.28853 1.59847
N -0.75130 0.33048 -1.20078
O 1.66957 -0.58769 1.47588
H 1.05443 0.41538 3.10992
H 0.26764 0.61644 -2.97199
H 1.14288 0.94994 -1.57639
H 0.79817 -0.83200 -1.90514
H -2.13945 -0.44732 0.07619
H -0.56049 -1.36467 0.01770
H -1.25170 0.89181 1.97765
H 1.51144 -1.26743 0.78020
H -1.30623 1.20485 -1.14652
*
```

E_HOMO: -14.52 eV
lowest unoccupied orbital energy: -3.48 eV
orbital gap: 11.04 eV

Here are the natural (NBO) charges for atoms 1 to 5, given in e: 0.489 -0.395 0.114 -0.728 -0.490

---

Calculated energy above the lowest of the compared OMol25 structures with the same formula, charge and spin (eV), listed in the same order as above: 6.393; 0.061; 2.775; 0.970; 6.163; 5.214; 5.499; 2.862
Calculated electronic energy (a.u.), listed in the same order as above: -228.751861; -228.984564; -228.884840; -304.364090; -304.023871; -304.058733; -304.048273; -304.145191